# 1
Below is a single C15H23N3O3 molecule at a distorted geometry, with properties calculated with ωB97M-V/def2-TZVPD.

The geometry in ORCA input format:
```
! wB97M-V def2-TZVPD RIJCOSX def2/J DEFGRID3
* xyz 0 1
N -1.69 4.02 -0.58
C -1.86 2.69 -1.09
C -2.42 1.60 -0.20
C -2.75 0.36 -0.92
C -3.59 -0.42 -0.01
C -2.83 -1.24 1.13
N -2.12 -0.28 2.03
C -1.75 -2.02 0.37
O -2.06 -3.05 -0.25
N -0.47 -1.56 0.39
C 0.41 -1.60 -0.73
C 0.69 -0.14 -1.38
C 1.85 0.71 -0.65
C 1.32 1.35 0.51
C 2.17 1.86 1.48
C 3.58 1.80 1.31
C 4.06 1.29 0.15
C 3.16 0.72 -0.86
C 1.85 -2.15 -0.42
O 2.66 -2.36 -1.31
O 2.21 -2.20 0.82
H -1.69 4.05 0.52
H -2.59 4.57 -0.64
H -1.08 2.40 -1.71
H -2.64 2.88 -1.78
H -3.23 2.01 0.41
H -1.62 1.24 0.47
H -1.94 -0.28 -1.25
H -3.31 0.43 -1.79
H -4.23 -1.33 -0.56
H -4.27 0.26 0.50
H -3.53 -1.88 1.70
H -2.37 0.79 2.09
H -1.57 -0.61 2.83
H -0.50 -0.75 0.96
H -0.02 -2.24 -1.51
H 0.62 -0.13 -2.42
H -0.28 0.27 -1.02
H 0.27 1.43 0.63
H 1.92 2.07 2.51
H 4.34 2.24 2.00
H 5.13 1.38 0.02
H 3.46 0.33 -1.83
H 3.20 -2.34 0.82
*
```

Output
* HOMO level: -9.3 eV
* HOMO-LUMO gap: 9.840 eV
* ΔE to the lowest compared entry with this formula, charge and spin: 437.85 kJ/mol
* molar mass: 293.37 g/mol
* SMILES string: NCCCC[C@H](N)C(=O)N[C@@H](Cc1ccccc1)C(=O)O

These are the Löwdin partial charges, in e, on atoms 1 to 2: number 1, N, carries -0.034; number 2, C, carries -0.312

---

# 2
Below is 2 unconnected molecules or ions with the total composition C8H19N4O3 at a distorted geometry, with properties calculated with ωB97M-V/def2-TZVPD.

The geometry in ORCA input format:
```
! wB97M-V def2-TZVPD RIJCOSX def2/J DEFGRID3
* xyz 1 1
C -0.31 1.64 3.07
C 0.33 0.12 2.95
O 0.33 -0.63 4.22
C -0.61 -0.69 1.86
O 0.09 -1.92 1.47
N 1.21 -1.64 0.77
N 1.42 -0.95 -0.42
C 2.93 -1.00 -0.70
N 3.70 -1.77 0.38
C 2.54 -2.13 1.28
N 2.72 -2.85 2.47
H -0.85 1.73 4.10
H 0.57 2.40 2.90
H -1.12 1.80 2.21
H 1.45 0.24 2.62
H -0.08 -1.55 4.10
H -0.86 -0.04 0.91
H -1.65 -0.97 2.35
H 0.67 -0.49 -0.97
H 3.53 -0.50 -1.60
H 2.10 -3.67 2.69
H 3.52 -2.52 3.07
C -2.48 2.40 -3.23
C -1.71 1.17 -2.76
C -0.78 0.65 -3.85
O -2.64 0.15 -2.41
H -3.10 2.17 -4.10
H -3.15 2.76 -2.45
H -1.80 3.21 -3.50
H -1.13 1.42 -1.87
H -1.35 0.36 -4.74
H -0.25 -0.24 -3.50
H -0.05 1.41 -4.13
H -3.16 -0.07 -3.20
*
```

Output
* HOMO level: -13.0 eV
* HOMO-LUMO gap: 8.645 eV
* ΔE to the lowest compared entry with this formula, charge and spin: 384.01 kJ/mol
* molar mass: 219.27 g/mol

These are the Löwdin partial charges, in e, on atoms 1 to 2: number 1, C, carries -0.051; number 2, C, carries -0.335

---

# 3
Below is a molecular structure, C27H20ClGaNPS, with properties calculated with ωB97M-V/def2-TZVPD.

The geometry in ORCA input format:
```
! wB97M-V def2-TZVPD RIJCOSX def2/J DEFGRID3
* xyz 2 1
Ga -0.46 -0.23 0.31
Cl -0.34 2.06 -0.39
C -1.42 2.87 0.78
C -1.89 4.11 0.40
C -2.74 4.77 1.27
C -3.11 4.19 2.48
C -2.62 2.94 2.83
C -1.75 2.26 1.98
P -1.09 0.64 2.41
C 0.47 0.84 3.24
C 1.16 -0.31 3.64
C 2.41 -0.19 4.21
C 2.99 1.07 4.37
C 2.31 2.21 3.96
C 1.05 2.10 3.40
C -2.28 -0.24 3.40
C -3.49 -0.62 2.80
C -4.44 -1.28 3.55
C -4.19 -1.56 4.89
C -3.00 -1.19 5.48
C -2.03 -0.53 4.74
H -1.60 4.55 -0.55
H -3.12 5.75 1.00
H -3.79 4.71 3.14
H -2.91 2.49 3.77
H 0.71 -1.29 3.51
H 2.95 -1.07 4.53
H 3.97 1.16 4.82
H 2.76 3.18 4.09
H 0.51 3.00 3.10
H -3.67 -0.39 1.75
H -5.38 -1.57 3.09
H -4.94 -2.08 5.47
H -2.81 -1.42 6.52
H -1.10 -0.23 5.20
S 0.34 -4.37 -0.15
C 1.80 -3.77 0.49
C 1.79 -2.41 0.66
C 0.56 -1.85 0.24
C -0.33 -2.79 -0.22
C -1.64 -2.43 -0.76
C -2.58 -3.31 -1.27
C -3.74 -2.81 -1.82
C -3.96 -1.43 -1.87
C -3.01 -0.61 -1.32
N -1.89 -1.10 -0.77
H 2.60 -4.45 0.71
H 2.63 -1.85 1.04
H -2.39 -4.37 -1.24
H -4.48 -3.49 -2.23
H -4.85 -1.01 -2.32
H -3.13 0.47 -1.32
*
```

Output
* HOMO level: -14.4 eV
* HOMO-LUMO gap: 8.015 eV
* ΔE to the lowest compared entry with this formula, charge and spin: 7.20 kJ/mol
* molar mass: 526.68 g/mol

These are the Löwdin partial charges, in e, on atoms 1 to 2: number 1, Ga, carries 0.508; number 2, Cl, carries 0.862

---

# 4
Below is a molecular structure, C2H2CaFO2 at a distorted geometry, with properties calculated with ωB97M-V/def2-TZVPD.

The geometry in ORCA input format:
```
! wB97M-V def2-TZVPD RIJCOSX def2/J DEFGRID3
* xyz 0 2
F 3.70 0.08 -0.50
O -0.12 1.77 -0.23
C -1.10 1.08 -0.18
C -1.09 -0.40 0.21
O 0.07 -1.04 -0.08
Ca 1.89 -0.23 -0.09
H -1.90 -0.86 -0.40
H -1.45 -0.40 1.26
*
```

Output
* ⟨S²⟩: 0.753
* HOMO level (alpha / beta): -8.3 / -9.8 eV
* HOMO-LUMO gap (alpha / beta): 7.965 / 9.211 eV
* ΔE to the lowest compared entry with this formula, charge and spin: 0.00 kJ/mol
* molar mass: 117.11 g/mol

These are the Löwdin partial charges, in e, on atoms 1 to 2: number 1, F, carries -0.765; number 2, O, carries 0.013